C18H42ClN4O2 | ωB97M-V with the def2-TZVPD basis set

**Highest occupied orbital energy**: -4.24 eV

Geometry as ORCA input:
```
! wB97M-V def2-TZVPD RIJCOSX def2/J DEFGRID3
* xyz -1 1
C 5.249 -1.662 1.280
C 4.262 -1.313 0.065
Cl 5.310 -0.694 -1.324
C 3.064 -0.314 0.454
N 2.121 -0.850 1.466
C 0.936 -1.528 0.860
C 0.646 -2.966 1.580
N 0.549 -4.025 0.511
C -0.446 -0.695 1.040
O -1.345 -0.867 0.149
O -0.711 0.128 2.104
H 6.290 -1.935 0.882
H 4.839 -2.616 1.779
H 5.300 -0.856 2.084
H 3.794 -2.293 -0.281
H 3.573 0.608 0.937
H 2.539 0.105 -0.483
H 2.649 -1.494 2.071
H 1.132 -1.651 -0.263
H -0.348 -2.885 2.160
H 1.451 -3.239 2.341
H 1.335 -3.816 -0.124
H -0.348 -3.897 0.025
C 0.899 1.699 -3.482
C 2.283 1.594 -4.113
N 2.657 0.231 -4.473
C 4.076 0.081 -4.784
C 4.619 0.827 -6.001
C 1.743 -0.473 -5.366
C 1.433 0.167 -6.719
H 0.802 1.026 -2.628
H 0.732 2.719 -3.124
H 0.107 1.472 -4.198
H 3.000 1.972 -3.376
H 2.334 2.272 -4.976
H 4.311 -0.984 -4.889
H 4.647 0.406 -3.907
H 4.299 0.365 -6.936
H 5.713 0.797 -5.991
H 4.323 1.879 -6.011
H 0.795 -0.617 -4.837
H 2.112 -1.491 -5.533
H 1.197 1.230 -6.636
H 0.562 -0.324 -7.164
H 2.257 0.047 -7.423
C -6.756 0.684 5.814
C -6.167 0.717 4.407
N -5.212 1.798 4.202
C -4.883 2.024 2.796
C -4.169 0.901 2.049
C -4.080 1.842 5.122
C -3.185 0.606 5.211
H -7.189 1.650 6.083
H -7.551 -0.066 5.865
H -6.006 0.416 6.562
H -7.005 0.851 3.714
H -5.728 -0.263 4.183
H -4.291 2.942 2.706
H -5.818 2.245 2.264
H -3.123 0.817 2.348
H -4.174 1.114 0.975
H -4.654 -0.067 2.189
H -4.465 2.053 6.127
H -3.456 2.712 4.888
H -3.758 -0.320 5.300
H -2.549 0.680 6.099
H -2.519 0.524 4.351
*
```